Entry from OMol25: one molecule with the formula C22H46O (the ωB97M-V functional and the def2-TZVPD basis).

Its energy above the lowest of the compared OMol25 structures with the same formula, charge and spin is 4.3 kcal per mole. For the HOMO-LUMO gap, the calculation gives 11.1 eV. Its SMILES is CCCCCCCCCCCCCCCCCCCCCCO. As for the total charge: 0. The value obtained for the electronic energy is -941.11158 a.u. The highest occupied orbital energy comes out at -0.371 hartree.

Bonds (Å) are listed after each position.
Cartesian coordinates (Å):
1 C -6.29 -1.98 0.16  C2 1.524, H24 1.088, H25 1.088, H26 1.088
2 C -4.86 -1.47 0.17  C1 1.524, C3 1.527, H27 1.092, H28 1.094
3 C -3.85 -2.59 -0.05  C2 1.527, C4 1.526, H29 1.093, H30 1.092
4 C -2.41 -2.07 -0.03  C3 1.526, C5 1.527, H31 1.093, H32 1.092
5 C -1.38 -3.17 -0.25  C4 1.527, C6 1.527, H33 1.093, H34 1.093
6 C 0.04 -2.63 -0.22  C5 1.527, C7 1.528, H35 1.093, H36 1.091
7 C 1.08 -3.73 -0.42  C6 1.528, C8 1.530, H37 1.093, H38 1.093
8 C 2.51 -3.19 -0.48  C7 1.530, C9 1.527, H39 1.091, H40 1.093
9 C 3.03 -2.72 0.88  C8 1.527, C10 1.529, H41 1.092, H42 1.093
10 C 4.40 -2.05 0.81  C9 1.529, C11 1.531, H43 1.092, H44 1.093
11 C 4.40 -0.78 -0.03  C10 1.531, C12 1.527, H45 1.091, H46 1.091
12 C 5.52 0.18 0.36  C11 1.527, C13 1.532, H47 1.092, H48 1.093
13 C 5.62 1.41 -0.55  C12 1.532, C14 1.530, H49 1.093, H50 1.093
14 C 4.30 2.15 -0.78  C13 1.530, C15 1.528, H51 1.093, H52 1.090
15 C 3.65 2.67 0.51  C14 1.528, C16 1.530, H53 1.093, H54 1.091
16 C 2.26 3.24 0.28  C15 1.530, C17 1.528, H55 1.093, H56 1.092
17 C 1.21 2.17 -0.02  C16 1.528, C18 1.527, H57 1.093, H58 1.092
18 C -0.20 2.74 -0.14  C17 1.527, C19 1.528, H59 1.092, H60 1.093
19 C -1.21 1.67 -0.52  C18 1.528, C20 1.528, H61 1.092, H62 1.093
20 C -2.63 2.21 -0.68  C19 1.528, C21 1.527, H63 1.092, H64 1.092
21 C -3.30 2.57 0.64  C20 1.527, C22 1.530, H65 1.094, H66 1.090
22 C -4.74 3.03 0.44  C21 1.530, O23 1.407, H67 1.093, H68 1.101
23 O -5.56 2.04 -0.13  C22 1.407, H69 0.964
24 H -6.45 -2.70 0.96  C1 1.088
25 H -7.00 -1.16 0.28  C1 1.088
26 H -6.51 -2.47 -0.79  C1 1.088
27 H -4.74 -0.72 -0.62  C2 1.092
28 H -4.65 -0.98 1.12  C2 1.094
29 H -3.97 -3.34 0.74  C3 1.093
30 H -4.05 -3.08 -1.00  C3 1.092
31 H -2.22 -1.58 0.92  C4 1.093
32 H -2.30 -1.31 -0.82  C4 1.092
33 H -1.50 -3.93 0.54  C5 1.093
34 H -1.57 -3.66 -1.20  C5 1.093
35 H 0.15 -1.88 -1.01  C6 1.093
36 H 0.21 -2.13 0.73  C6 1.091
37 H 0.87 -4.25 -1.36  C7 1.093
38 H 1.00 -4.46 0.39  C7 1.093
39 H 2.54 -2.36 -1.19  C8 1.091
40 H 3.18 -3.97 -0.85  C8 1.093
41 H 2.32 -2.00 1.30  C9 1.092
42 H 3.07 -3.57 1.56  C9 1.093
43 H 5.13 -2.76 0.41  C10 1.092
44 H 4.71 -1.81 1.83  C10 1.093
45 H 4.49 -1.02 -1.09  C11 1.091
46 H 3.44 -0.28 0.12  C11 1.091
47 H 5.37 0.50 1.40  C12 1.092
48 H 6.47 -0.35 0.32  C12 1.093
49 H 6.00 1.09 -1.53  C13 1.093
50 H 6.35 2.10 -0.12  C13 1.093
51 H 4.48 2.99 -1.44  C14 1.093
52 H 3.61 1.48 -1.29  C14 1.090
53 H 4.30 3.44 0.94  C15 1.093
54 H 3.58 1.86 1.24  C15 1.091
55 H 1.95 3.78 1.18  C16 1.093
56 H 2.29 3.96 -0.54  C16 1.092
57 H 1.23 1.42 0.77  C17 1.093
58 H 1.46 1.67 -0.96  C17 1.092
59 H -0.47 3.20 0.81  C18 1.092
60 H -0.20 3.53 -0.90  C18 1.093
61 H -1.21 0.88 0.24  C19 1.092
62 H -0.90 1.21 -1.46  C19 1.093
63 H -3.25 1.45 -1.17  C20 1.092
64 H -2.61 3.08 -1.33  C20 1.092
65 H -3.28 1.70 1.31  C21 1.094
66 H -2.75 3.38 1.13  C21 1.090
67 H -4.78 3.87 -0.25  C22 1.093
68 H -5.16 3.35 1.41  C22 1.101
69 H -5.52 1.25 0.41  O23 0.964